1.
C2HBrClFO | ωB97M-V with the def2-TZVPD basis set

Values from the calculation:
HOMO (eV): -10.403
Net charge: 0
ΔE to the lowest compared entry with this formula, charge and spin (kcal per mole): 44.2

Each line ends with the Mulliken charge.
Cartesian coordinates (Å):
C: -0.71 0.31 0.38  0.13
C: 0.41 0.20 -0.55  0.24
O: -0.54 0.97 1.40  -0.48
F: 0.39 0.01 -1.81  -0.12
Cl: -0.05 -2.02 0.62  -0.32
Br: 2.06 0.69 -0.04  0.11
H: -1.56 -0.17 -0.02  0.44

2.
C5H10O2 | ωB97M-V with the def2-TZVPD basis set

Values from the calculation:
HOMO (alpha / beta) (eV): -14.189 / -14.185
<S²>: 0.761
Spin multiplicity: 2
Net charge: +1
ΔE to the lowest compared entry with this formula, charge and spin (kcal per mole): 52.4

Each line ends with the Mulliken spin population.
Cartesian coordinates (Å):
C: 1.70 -1.63 -1.44  0.01
C: 1.13 -0.28 -1.51  0.34
C: 0.32 0.26 -0.53  0.29
O: 0.04 -0.55 0.60  0.09
C: -0.47 1.53 -0.75  0.01
C: -1.41 1.61 -1.70  0.16
H: 2.73 -1.61 -1.82  0.01
H: 0.93 -2.26 -1.93  0.06
H: 1.93 -2.04 -0.40  0.00
H: 1.15 0.16 -2.48  0.02
H: -0.93 -0.56 0.53  0.00
H: -0.18 2.20 0.04  0.00
H: -1.06 1.23 -2.68  0.00
H: -2.29 2.21 -1.61  0.01
H: -0.26 -0.75 4.42  0.00
H: -1.16 0.49 4.04  0.00
O: -1.09 -0.46 4.05  0.00

3.
C35H42HfN2O2P2 | ωB97M-V with the def2-TZVPD basis set

Values from the calculation:
HOMO (eV): -11.455
Net charge: +2
ΔE to the lowest compared entry with this formula, charge and spin (kcal per mole): 52.7

Each line ends with the Mulliken charge.
Cartesian coordinates (Å):
Hf: 0.52 -0.47 0.09  0.58
C: 4.63 2.83 0.23  -1.50
C: 3.19 2.52 -0.10  0.45
C: 2.48 3.79 -0.60  -1.47
C: 2.42 1.90 1.08  0.20
C: 2.34 2.85 2.21  -0.83
O: 0.90 3.04 2.60  -0.43
C: 0.21 2.26 1.74  0.29
N: 0.96 1.55 0.85  0.12
C: -1.24 2.47 1.89  0.21
C: -1.65 3.72 2.38  -1.39
C: -2.98 4.13 2.19  -0.53
C: -3.96 3.16 1.89  -0.77
C: -3.57 1.80 1.91  -1.04
C: -2.23 1.47 1.66  0.80
P: -1.95 -0.06 0.78  1.84
C: -3.53 -0.56 0.16  0.29
C: -3.84 -0.08 -1.13  -0.54
C: -5.12 -0.02 -1.66  -0.75
C: -6.12 -0.75 -1.04  -0.51
C: -5.80 -1.32 0.19  -0.42
C: -4.60 -1.22 0.82  -0.62
C: -1.31 -1.30 1.89  0.63
C: -1.30 -1.06 3.30  -0.72
C: -1.20 -2.17 4.14  -0.93
C: -1.02 -3.47 3.64  -0.72
C: -1.11 -3.71 2.29  -0.77
C: -1.22 -2.63 1.41  -0.12
H: 5.18 3.12 -0.73  0.39
H: 5.26 2.04 0.72  0.36
H: 4.67 3.75 0.84  0.34
H: 3.26 1.69 -0.82  0.27
H: 2.76 4.67 -0.04  0.38
H: 1.41 3.59 -0.63  0.20
H: 2.80 4.06 -1.61  0.49
H: 3.00 1.01 1.35  0.54
H: 2.69 3.85 2.05  0.44
H: 2.86 2.44 3.11  0.19
H: -0.84 4.34 2.71  0.68
H: -3.22 5.19 2.22  0.45
H: -5.03 3.44 1.66  0.40
H: -4.29 1.05 2.12  0.64
H: -3.03 0.32 -1.76  0.43
H: -5.40 0.59 -2.53  0.44
H: -7.11 -0.89 -1.50  0.40
H: -6.56 -1.96 0.69  0.34
H: -4.45 -1.67 1.77  0.58
H: -1.53 -0.06 3.73  0.46
H: -1.15 -2.03 5.19  0.46
H: -0.97 -4.32 4.30  0.49
H: -1.02 -4.74 1.90  0.52
H: -1.17 -2.98 0.32  0.40
C: -0.87 2.27 -2.67  -0.57
C: -0.63 1.04 -3.55  0.52
C: -1.08 0.96 -4.83  -0.61
C: -0.64 -0.07 -5.74  -0.85
C: 0.31 -0.96 -5.26  -0.68
C: 0.88 -0.88 -3.97  0.21
C: 2.06 -1.72 -3.60  -0.98
C: 0.23 -0.01 -3.05  0.97
N: 0.43 -0.13 -1.73  0.42
H: -1.61 2.92 -3.12  0.49
H: 0.03 2.91 -2.47  0.16
H: -1.21 1.86 -1.69  -0.16
H: -1.67 1.77 -5.26  0.40
H: -0.96 -0.14 -6.77  0.41
H: 0.66 -1.66 -5.99  0.42
H: 2.32 -1.47 -2.59  -0.14
H: 3.01 -1.48 -4.14  0.36
H: 1.85 -2.80 -3.63  0.30
C: 4.45 -2.69 -0.22  -1.21
P: 2.93 -3.02 0.69  1.33
C: 3.26 -3.32 2.51  -1.22
C: 2.09 -4.47 -0.11  -1.19
O: 2.06 -1.72 0.60  -1.40
H: 4.84 -3.58 -0.72  0.43
H: 5.24 -2.39 0.48  0.38
H: 4.32 -1.85 -0.90  0.30
H: 3.31 -4.37 2.73  0.46
H: 2.39 -3.02 3.11  0.29
H: 4.17 -2.85 2.87  0.38
H: 1.52 -4.08 -0.96  0.33
H: 1.44 -5.08 0.52  0.31
H: 2.85 -5.13 -0.45  0.50

4.
C30H54F9NO7PS | ωB97M-V with the def2-TZVPD basis set

Values from the calculation:
HOMO (eV): -11.011
Net charge: +1

Each line ends with the Mulliken charge.
Cartesian coordinates (Å):
C: -1.35 -3.79 2.08  -1.38
C: -2.49 -2.79 1.93  -0.34
P: -2.50 -1.93 0.33  0.71
S: -2.05 -0.01 0.90  -0.06
C: -1.36 -2.62 -0.89  -1.16
C: -0.58 -1.59 -1.75  1.07
C: -0.74 -1.84 -3.24  -0.67
C: -0.11 -0.71 -4.08  -1.11
N: 1.01 -0.03 -3.38  0.09
C: 0.81 1.38 -3.43  0.22
C: 0.11 2.01 -2.26  -0.37
O: 1.20 2.06 -4.36  -0.60
C: -4.29 -2.02 -0.26  0.46
F: -4.56 -3.36 -0.25  -0.27
F: -5.10 -1.43 0.64  -0.25
C: -4.62 -1.55 -1.69  0.56
F: -3.93 -2.26 -2.58  -0.22
F: -5.93 -1.82 -1.87  -0.23
C: -4.45 -0.03 -1.97  0.54
F: -4.69 0.71 -0.90  -0.28
F: -3.17 0.14 -2.38  -0.07
C: -5.36 0.48 -3.13  0.50
F: -6.62 0.65 -2.70  -0.22
F: -5.31 -0.33 -4.19  -0.23
F: -4.87 1.69 -3.48  -0.24
H: -1.59 -4.39 2.95  0.45
H: -1.31 -4.48 1.25  0.49
H: -0.40 -3.31 2.27  0.20
H: -2.46 -2.03 2.71  0.12
H: -3.45 -3.29 2.04  0.61
H: -2.09 0.76 -0.20  0.01
H: -0.65 -3.28 -0.41  0.64
H: -1.93 -3.25 -1.57  0.69
H: 0.47 -1.68 -1.51  0.25
H: -0.83 -0.56 -1.54  -1.01
H: -1.78 -1.91 -3.54  0.09
H: -0.25 -2.76 -3.54  0.61
H: 0.22 -1.09 -5.03  0.35
H: -0.89 0.01 -4.31  0.27
H: 1.83 -0.15 -3.96  0.29
H: -0.17 3.02 -2.51  0.41
H: -0.75 1.41 -1.98  -0.17
H: 0.82 2.04 -1.44  0.19
C: -4.26 1.37 5.45  -1.22
C: -3.19 0.49 4.85  0.88
O: -3.39 -0.69 4.63  -0.54
C: -1.86 1.12 4.53  -0.80
H: -5.16 0.79 5.62  0.33
H: -3.91 1.78 6.40  0.36
H: -4.49 2.19 4.76  0.32
H: -1.40 1.53 5.43  0.46
H: -2.00 1.92 3.80  0.29
H: -1.21 0.35 4.12  -0.01
C: 2.39 0.40 1.67  -0.40
C: 1.92 -0.72 2.57  0.74
O: 1.16 -1.58 2.17  -0.49
C: 2.44 -0.73 3.98  -1.35
H: 1.95 0.28 0.68  -0.14
H: 2.09 1.36 2.09  0.45
H: 3.48 0.37 1.58  0.11
H: 2.14 0.19 4.49  0.35
H: 3.52 -0.79 3.98  0.33
H: 2.02 -1.58 4.51  0.34
C: 7.40 1.49 3.40  -1.07
C: 5.94 1.74 3.20  0.80
O: 5.09 0.98 3.63  -0.52
C: 5.56 3.00 2.45  -0.97
H: 7.54 0.56 3.95  0.37
H: 7.90 1.41 2.44  0.21
H: 7.85 2.31 3.96  0.33
H: 5.99 2.97 1.45  0.22
H: 5.94 3.87 2.97  0.38
H: 4.48 3.07 2.38  0.27
C: -8.97 -1.28 -3.63  -0.74
C: -10.47 -1.28 -3.82  0.62
O: -11.15 -2.16 -3.38  -0.54
C: -11.06 -0.11 -4.57  -1.11
H: -8.68 -2.17 -3.08  0.30
H: -8.47 -1.29 -4.61  0.36
H: -8.66 -0.39 -3.08  0.19
H: -10.65 -0.07 -5.58  0.32
H: -10.83 0.82 -4.06  0.31
H: -12.14 -0.23 -4.63  0.31
C: 4.97 -2.39 -1.96  -1.41
C: 3.72 -1.96 -1.24  0.80
O: 3.06 -1.02 -1.62  -0.44
C: 3.32 -2.74 -0.02  -0.36
H: 5.15 -1.74 -2.82  0.34
H: 5.83 -2.33 -1.29  0.36
H: 4.87 -3.42 -2.31  0.36
H: 4.10 -2.68 0.74  0.40
H: 3.14 -3.78 -0.28  0.42
H: 2.40 -2.31 0.38  -0.45
C: 9.13 5.91 1.16  -1.17
C: 9.03 4.41 1.25  0.85
O: 8.95 3.84 2.31  -0.49
C: 9.04 3.64 -0.05  -1.15
H: 9.12 6.34 2.16  0.31
H: 10.07 6.19 0.66  0.36
H: 8.29 6.31 0.58  0.33
H: 9.97 3.84 -0.59  0.41
H: 8.20 3.95 -0.68  0.33
H: 8.96 2.58 0.15  0.24

Calculated values (eV/A) of F_max for the records, taken in order: 2.66 4.12 3.24 1.22.
Calculated values (Ha) of E_tot for the records, taken in order: -3286.01871 -346.57650 -2349.14746 -3395.05401.